1.
Below is a structure of composition C45H60CdN7O3S2Se, with properties calculated with ωB97M-V/def2-TZVPD.

Last column: Löwdin charge in e.
Cartesian coordinates (Å):
1 Cd 1.90 0.19 -0.05  1.29
2 C -5.17 -2.86 2.30  -0.05
3 C -3.77 -3.32 2.75  -0.56
4 C -3.54 -4.72 2.17  -0.07
5 C -3.75 -3.43 4.28  -0.05
6 C -2.71 -2.33 2.28  -0.19
7 C -1.62 -2.68 1.51  -0.09
8 C -0.68 -1.74 1.12  -0.41
9 Se 0.68 -2.30 -0.11  1.09
10 C -0.30 -1.93 -1.72  -0.40
11 C -1.38 -2.73 -2.06  -0.07
12 C -2.14 -2.48 -3.19  -0.19
13 C -1.75 -1.39 -3.97  0.01
14 C -0.68 -0.56 -3.67  -0.09
15 C 0.08 -0.81 -2.50  -0.41
16 O 1.09 -0.04 -2.18  -0.31
17 C -0.32 0.63 -4.57  -0.53
18 C 1.11 0.45 -5.11  -0.05
19 C -1.25 0.76 -5.77  -0.08
20 C -0.40 1.94 -3.77  -0.05
21 C -3.34 -3.32 -3.59  -0.56
22 C -3.07 -3.99 -4.94  -0.05
23 C -3.65 -4.41 -2.57  -0.07
24 C -4.58 -2.42 -3.72  -0.05
25 C -0.75 -0.39 1.52  -0.39
26 O 0.15 0.51 1.22  -0.25
27 C -1.90 -0.01 2.28  -0.09
28 C -2.82 -0.98 2.64  0.00
29 C -2.13 1.46 2.64  -0.53
30 C -1.00 1.98 3.54  -0.04
31 C -3.45 1.67 3.39  -0.08
32 C -2.19 2.31 1.36  -0.04
33 H -5.93 -3.57 2.63  0.08
34 H -5.42 -1.88 2.72  0.07
35 H -5.21 -2.77 1.22  0.09
36 H -4.34 -5.39 2.49  0.08
37 H -3.53 -4.70 1.08  0.07
38 H -2.59 -5.14 2.51  0.08
39 H -4.48 -4.15 4.63  0.08
40 H -2.76 -3.73 4.62  0.09
41 H -3.97 -2.46 4.74  0.08
42 H -1.49 -3.70 1.17  0.08
43 H -1.62 -3.56 -1.41  0.09
44 H -2.32 -1.18 -4.87  0.09
45 H 1.18 -0.46 -5.71  0.09
46 H 1.38 1.30 -5.74  0.08
47 H 1.81 0.38 -4.29  0.05
48 H -1.21 -0.12 -6.42  0.08
49 H -2.29 0.91 -5.47  0.08
50 H -0.95 1.63 -6.36  0.08
51 H 0.26 1.92 -2.92  0.06
52 H -0.13 2.78 -4.42  0.08
53 H -1.42 2.10 -3.42  0.09
54 H -2.19 -4.63 -4.88  0.09
55 H -3.92 -4.60 -5.25  0.08
56 H -2.89 -3.25 -5.72  0.07
57 H -2.84 -5.13 -2.49  0.09
58 H -3.82 -3.98 -1.57  0.07
59 H -4.56 -4.94 -2.86  0.08
60 H -4.44 -1.65 -4.48  0.07
61 H -5.45 -3.02 -4.01  0.08
62 H -4.80 -1.93 -2.77  0.09
63 H -3.68 -0.68 3.22  0.09
64 H -0.99 1.44 4.49  0.09
65 H -0.04 1.84 3.05  0.05
66 H -1.14 3.04 3.76  0.08
67 H -3.46 1.16 4.35  0.08
68 H -3.58 2.74 3.58  0.08
69 H -4.31 1.33 2.81  0.08
70 H -1.26 2.23 0.80  0.07
71 H -3.01 1.98 0.73  0.09
72 H -2.35 3.36 1.62  0.08
73 S 1.30 7.20 5.08  0.97
74 N 1.26 7.29 3.46  -0.23
75 C 1.55 6.08 3.00  -0.30
76 C 1.61 5.70 1.60  -0.09
77 C 1.37 6.59 0.55  -0.01
78 C 1.45 6.12 -0.74  -0.05
79 C 1.77 4.78 -0.95  -0.14
80 N 2.01 3.93 0.03  0.10
81 C 1.94 4.37 1.29  -0.14
82 C 2.19 3.38 2.36  -0.15
83 N 2.44 2.14 1.97  0.11
84 C 2.60 1.21 2.90  -0.15
85 C 2.59 1.49 4.27  -0.03
86 C 2.36 2.78 4.68  0.00
87 C 2.13 3.75 3.71  -0.10
88 C 1.81 5.13 4.03  -0.30
89 N 1.70 5.64 5.25  -0.23
90 H 1.12 7.62 0.78  0.11
91 H 1.25 6.77 -1.58  0.10
92 H 1.84 4.37 -1.95  0.09
93 H 2.77 0.20 2.55  0.07
94 H 2.76 0.69 4.98  0.11
95 H 2.32 3.06 5.73  0.12
96 N 3.70 -1.41 -2.09  0.04
97 N 4.32 -0.45 -2.91  -0.07
98 C 4.25 0.88 -2.80  -0.88
99 N 4.83 1.56 -3.84  0.06
100 S 3.64 1.76 -1.51  0.62
101 H 3.96 -1.25 -1.10  0.01
102 H 2.69 -1.24 -2.16  0.02
103 H 4.73 -0.83 -3.75  0.13
104 H 4.81 1.12 -4.75  0.09
105 H 4.62 2.55 -3.85  0.07
106 C 5.57 -2.39 0.74  -0.06
107 C 4.74 -1.29 1.42  -0.77
108 C 5.62 -0.04 1.56  -0.05
109 C 4.35 -1.82 2.81  -0.05
110 O 3.63 -1.04 0.64  -0.44
111 H 6.51 -2.59 1.26  0.07
112 H 5.81 -2.09 -0.29  0.07
113 H 4.99 -3.32 0.69  0.08
114 H 6.47 -0.20 2.23  0.07
115 H 5.03 0.79 1.96  0.06
116 H 5.99 0.26 0.58  0.07
117 H 5.20 -2.29 3.31  0.07
118 H 3.55 -2.55 2.70  0.08
119 H 3.99 -1.02 3.47  0.05

Calculated values
Charge: -1
Multiplicity: 1
Relative energy (zero: lowest compared OMol25 entry of this formula, charge and spin), kcal per mole: 0.00
Maximum force, eV/A: 0.4



2.
Below is a structure of composition C45H60ClNO4P2ReSSi at a distorted geometry, with properties calculated with ωB97M-V/def2-TZVPD.

Last column: Löwdin charge in e.
Cartesian coordinates (Å):
1 Re -0.97 -0.69 0.60  0.78
2 C -3.31 0.05 -2.45  -0.22
3 Si -2.12 0.65 -1.11  0.55
4 C -3.11 2.03 -0.21  -0.27
5 C -4.14 2.75 -0.83  -0.11
6 C -4.89 3.70 -0.15  -0.10
7 C -4.63 3.94 1.19  -0.10
8 C -3.62 3.23 1.83  -0.09
9 C -2.87 2.28 1.15  -0.34
10 P -1.51 1.32 1.99  1.01
11 C -2.19 1.21 3.74  -0.41
12 C -1.81 -0.11 4.41  -0.24
13 C -2.52 -0.28 5.75  -0.20
14 C -2.20 0.87 6.69  -0.22
15 C -2.57 2.20 6.04  -0.21
16 C -1.85 2.37 4.70  -0.22
17 C -0.19 2.62 2.07  -0.41
18 C 1.09 2.04 2.67  -0.22
19 C 2.19 3.09 2.74  -0.20
20 C 2.47 3.67 1.36  -0.21
21 C 1.20 4.28 0.78  -0.19
22 C 0.09 3.23 0.69  -0.20
23 C -0.73 1.58 -2.05  -0.27
24 C -1.02 2.83 -2.60  -0.11
25 C -0.07 3.60 -3.24  -0.11
26 C 1.23 3.11 -3.35  -0.10
27 C 1.53 1.86 -2.84  -0.10
28 C 0.58 1.08 -2.17  -0.28
29 P 1.10 -0.59 -1.46  0.85
30 C 1.26 -1.18 -3.36  -0.32
31 C 1.84 -2.54 -3.82  -0.19
32 C 0.87 -3.70 -4.09  -0.18
33 C -0.49 -3.26 -4.65  -0.19
34 C -0.42 -1.85 -5.22  -0.21
35 C -0.08 -0.88 -4.09  -0.21
36 C 2.95 -0.38 -1.06  -0.30
37 C 4.06 -0.80 -2.05  -0.19
38 C 4.70 -2.16 -1.78  -0.21
39 C 5.24 -2.24 -0.36  -0.22
40 C 4.10 -2.01 0.62  -0.21
41 C 3.40 -0.67 0.39  -0.18
42 H -3.35 0.78 -3.28  0.02
43 H -4.32 -0.10 -2.05  0.00
44 H -2.99 -0.91 -2.86  0.01
45 H -4.36 2.56 -1.87  0.09
46 H -5.68 4.23 -0.66  0.09
47 H -5.21 4.66 1.75  0.09
48 H -3.45 3.42 2.88  0.08
49 H -3.27 1.20 3.59  0.11
50 H -0.73 -0.17 4.54  0.10
51 H -2.07 -0.94 3.75  0.03
52 H -2.23 -1.24 6.19  0.11
53 H -3.60 -0.32 5.58  0.11
54 H -1.12 0.87 6.91  0.11
55 H -2.71 0.75 7.65  0.10
56 H -2.33 3.04 6.70  0.10
57 H -3.65 2.23 5.87  0.11
58 H -0.77 2.38 4.88  0.11
59 H -2.10 3.34 4.28  0.08
60 H -0.57 3.42 2.72  0.10
61 H 1.41 1.20 2.04  0.08
62 H 0.91 1.61 3.66  0.09
63 H 3.10 2.64 3.16  0.11
64 H 1.90 3.90 3.42  0.11
65 H 2.81 2.87 0.70  0.11
66 H 3.28 4.42 1.40  0.10
67 H 1.38 4.70 -0.22  0.10
68 H 0.87 5.11 1.42  0.11
69 H 0.41 2.43 0.02  0.09
70 H -0.81 3.67 0.27  0.11
71 H -2.03 3.22 -2.51  0.09
72 H -0.32 4.57 -3.64  0.09
73 H 2.00 3.69 -3.84  0.09
74 H 2.54 1.49 -2.97  0.09
75 H 1.96 -0.44 -3.76  0.06
76 H 2.62 -2.89 -3.14  0.06
77 H 2.36 -2.33 -4.77  0.10
78 H 0.72 -4.30 -3.20  0.06
79 H 1.37 -4.36 -4.82  0.10
80 H -1.23 -3.26 -3.84  0.10
81 H -0.85 -3.98 -5.39  0.10
82 H -1.38 -1.56 -5.66  0.10
83 H 0.33 -1.80 -6.02  0.11
84 H -0.91 -0.93 -3.37  0.07
85 H -0.07 0.14 -4.48  0.11
86 H 2.92 0.71 -1.10  0.08
87 H 4.86 -0.05 -1.95  0.11
88 H 3.72 -0.74 -3.08  0.08
89 H 5.49 -2.33 -2.51  0.11
90 H 3.98 -2.97 -1.92  0.08
91 H 6.01 -1.47 -0.22  0.10
92 H 5.72 -3.20 -0.18  0.10
93 H 4.47 -2.03 1.65  0.11
94 H 3.37 -2.82 0.55  0.08
95 H 4.11 0.13 0.66  0.11
96 H 2.56 -0.58 1.07  0.06
97 O 1.08 -1.01 3.29  -0.47
98 Cl 0.40 -1.95 2.38  0.67
99 O 1.41 -2.83 1.81  -0.43
100 O -0.54 -2.76 3.17  -0.49
101 O 0.73 0.15 0.10  -0.65
102 S -2.94 -1.98 1.40  0.52
103 C -4.16 -1.96 0.23  -0.86
104 N -5.04 -2.02 -0.52  0.02
105 C -0.15 -1.81 -0.96  -0.32
106 C 0.00 -3.24 -1.05  -0.32
107 C 1.25 -3.87 -0.96  -0.10
108 C 1.38 -5.24 -0.95  -0.10
109 C 0.25 -6.05 -1.05  -0.12
110 C -1.00 -5.45 -1.14  -0.10
111 C -1.13 -4.07 -1.13  -0.06
112 H 2.14 -3.25 -0.85  0.08
113 H 2.36 -5.69 -0.85  0.10
114 H 0.34 -7.13 -1.04  0.08
115 H -1.90 -6.06 -1.21  0.09
116 H -2.11 -3.62 -1.18  0.09

Calculated values
E, a.u.: -4015.20878
Charge: -2
Multiplicity: 4
<S²>: 3.779
Maximum force, eV/A: 1.4



3.
Below is a structure of composition C45H61BIN10Sr at a distorted geometry, with properties calculated with ωB97M-V/def2-TZVPD.

Last column: Löwdin charge in e.
Cartesian coordinates (Å):
1 Sr -0.49 0.01 0.56  1.19
2 C 4.02 3.01 0.99  -0.05
3 C 3.91 1.52 1.33  -0.35
4 C 3.75 0.69 0.05  -0.06
5 C 2.77 1.30 2.28  -0.27
6 C 2.73 1.43 3.68  0.04
7 C 1.43 1.18 4.05  -0.22
8 C 0.93 1.16 5.47  -0.36
9 C 1.86 1.96 6.39  -0.07
10 C 0.76 -0.27 5.98  -0.05
11 N 0.72 0.90 2.90  -0.02
12 N 1.57 0.99 1.84  0.02
13 B -0.84 0.65 3.02  -0.54
14 N -1.51 -0.83 2.82  -0.03
15 N -1.19 -1.97 2.04  0.04
16 C -2.16 -2.84 2.29  -0.27
17 C -3.08 -2.33 3.22  0.03
18 C -2.66 -1.06 3.50  -0.22
19 C -3.38 -0.05 4.36  -0.36
20 C -3.26 -0.43 5.84  -0.05
21 C -4.84 0.07 3.92  -0.04
22 C -2.28 -4.17 1.59  -0.35
23 C -3.64 -4.25 0.89  -0.08
24 C -1.15 -4.44 0.61  -0.07
25 N -1.73 1.69 2.17  -0.05
26 N -2.60 1.31 1.16  0.04
27 C -3.42 2.33 0.97  -0.27
28 C -3.13 3.38 1.86  0.04
29 C -2.06 2.94 2.60  -0.24
30 C -1.29 3.64 3.69  -0.34
31 C -2.04 3.57 5.03  -0.05
32 C -1.01 5.09 3.31  -0.05
33 C -4.47 2.23 -0.10  -0.37
34 C -5.58 1.26 0.31  -0.07
35 C -5.02 3.60 -0.47  -0.08
36 H 4.93 3.21 0.43  0.08
37 H 3.17 3.31 0.37  0.07
38 H 4.03 3.63 1.89  0.08
39 H 4.82 1.22 1.85  0.13
40 H 2.85 1.00 -0.49  0.06
41 H 4.61 0.84 -0.60  0.08
42 H 3.65 -0.37 0.29  0.07
43 H 3.55 1.68 4.33  0.11
44 H -0.05 1.65 5.51  0.10
45 H 2.81 1.44 6.52  0.08
46 H 2.05 2.95 5.99  0.08
47 H 1.40 2.06 7.37  0.08
48 H 1.69 -0.83 5.86  0.08
49 H 0.49 -0.28 7.04  0.08
50 H -0.02 -0.79 5.42  0.06
51 H -1.05 0.89 4.15  0.09
52 H -3.97 -2.82 3.59  0.11
53 H -2.93 0.92 4.23  0.08
54 H -3.69 -1.42 6.02  0.08
55 H -2.22 -0.45 6.15  0.06
56 H -3.79 0.29 6.47  0.08
57 H -5.37 -0.88 4.04  0.08
58 H -5.36 0.82 4.52  0.08
59 H -4.89 0.36 2.88  0.06
60 H -2.26 -4.92 2.39  0.13
61 H -3.67 -3.54 0.06  0.01
62 H -3.79 -5.26 0.49  0.07
63 H -4.47 -4.03 1.57  0.06
64 H -0.90 -3.54 0.05  0.02
65 H -0.26 -4.80 1.12  0.05
66 H -1.47 -5.19 -0.12  0.08
67 H -3.61 4.34 1.93  0.11
68 H -0.33 3.13 3.80  0.12
69 H -3.03 4.01 4.92  0.09
70 H -2.16 2.54 5.37  0.06
71 H -1.50 4.12 5.80  0.08
72 H -1.95 5.64 3.15  0.08
73 H -0.45 5.59 4.10  0.08
74 H -0.43 5.15 2.38  0.07
75 H -3.97 1.81 -0.98  0.09
76 H -6.10 1.63 1.20  0.07
77 H -6.31 1.16 -0.49  0.08
78 H -5.17 0.28 0.52  0.07
79 H -5.55 4.06 0.37  0.07
80 H -4.23 4.27 -0.79  0.08
81 H -5.73 3.50 -1.29  0.08
82 C 1.74 -2.23 3.31  -0.03
83 C 1.90 -2.97 2.03  -0.32
84 C 2.18 -4.34 2.04  -0.05
85 C 2.28 -5.00 0.83  -0.08
86 C 2.13 -4.29 -0.34  -0.03
87 C 1.94 -2.91 -0.28  -0.21
88 N 1.79 -2.28 0.89  0.16
89 C 1.95 -2.10 -1.53  -0.25
90 C 2.66 -2.62 -2.59  -0.06
91 C 2.62 -1.93 -3.80  -0.08
92 C 1.98 -0.74 -3.86  -0.03
93 C 1.39 -0.17 -2.68  -0.24
94 N 1.31 -0.91 -1.54  0.09
95 C 0.98 1.17 -2.74  -0.21
96 C 1.40 2.09 -3.73  -0.07
97 C 1.46 3.43 -3.47  -0.12
98 C 1.25 3.86 -2.12  -0.08
99 C 0.71 3.04 -1.20  -0.29
100 C 0.32 3.47 0.17  -0.05
101 N 0.14 1.77 -1.69  -0.05
102 H 0.80 -2.50 3.80  0.08
103 H 2.56 -2.45 4.00  0.09
104 H 1.73 -1.16 3.12  0.05
105 H 2.28 -4.86 2.98  0.11
106 H 2.45 -6.07 0.81  0.11
107 H 2.16 -4.80 -1.29  0.11
108 H 3.22 -3.53 -2.49  0.09
109 H 3.09 -2.35 -4.69  0.10
110 H 1.91 -0.21 -4.80  0.09
111 H 1.76 1.74 -4.69  0.09
112 H 1.81 4.13 -4.22  0.08
113 H 1.58 4.85 -1.81  0.11
114 H 0.64 4.50 0.34  0.08
115 H 0.77 2.85 0.95  0.05
116 H -0.77 3.44 0.29  0.07
117 I -2.41 -1.44 -1.85  -0.20
118 N -2.16 2.42 -2.50  0.20
119 C -1.12 2.07 -2.14  -0.33

Calculated values
Charge: -1
Multiplicity: 1
Relative energy (zero: lowest compared OMol25 entry of this formula, charge and spin), kcal per mole: 18.64
Maximum force, eV/A: 3.9



4.
Below is a structure of composition C45H62BN8O2TeTi at a distorted geometry, with properties calculated with ωB97M-V/def2-TZVPD.

Last column: Löwdin charge in e.
Cartesian coordinates (Å):
1 Ti -0.05 1.00 -1.50  0.92
2 C -2.14 5.00 0.51  -0.06
3 C -0.78 4.80 -0.18  -0.37
4 C 0.10 6.03 0.03  -0.08
5 C -0.98 4.50 -1.63  -0.28
6 C -1.34 5.41 -2.64  -0.03
7 C -1.48 4.65 -3.77  -0.08
8 N -1.22 3.37 -3.44  -0.02
9 N -0.91 3.26 -2.13  0.10
10 B -1.37 2.16 -4.37  -0.54
11 N -2.39 1.20 -3.73  -0.02
12 C -3.53 0.79 -4.28  -0.09
13 C -4.26 0.12 -3.32  -0.02
14 C -3.46 0.18 -2.16  -0.25
15 N -2.32 0.83 -2.42  0.10
16 C -3.85 -0.32 -0.80  -0.37
17 C -4.67 -1.61 -0.90  -0.08
18 C -4.62 0.75 -0.04  -0.06
19 N 0.01 1.53 -4.60  -0.02
20 C 0.54 1.07 -5.74  -0.07
21 C 1.82 0.63 -5.46  -0.01
22 C 1.99 0.87 -4.09  -0.27
23 N 0.89 1.42 -3.59  0.06
24 C 3.15 0.58 -3.20  -0.38
25 C 3.33 -0.93 -2.99  -0.06
26 C 4.43 1.23 -3.72  -0.07
27 H -1.99 5.35 1.53  0.08
28 H -2.68 4.06 0.55  0.06
29 H -2.73 5.74 -0.03  0.07
30 H -0.30 3.92 0.24  0.09
31 H -0.42 6.94 -0.29  0.07
32 H 1.04 5.97 -0.52  0.06
33 H 0.33 6.14 1.09  0.07
34 H -1.48 6.48 -2.54  0.09
35 H -1.75 4.90 -4.78  0.11
36 H -1.81 2.52 -5.44  0.12
37 H -3.74 1.00 -5.32  0.11
38 H -5.22 -0.34 -3.43  0.09
39 H -2.91 -0.54 -0.28  0.09
40 H -5.63 -1.42 -1.39  0.07
41 H -4.88 -2.00 0.10  0.08
42 H -4.13 -2.38 -1.45  0.08
43 H -4.04 1.67 0.09  0.06
44 H -5.55 1.01 -0.57  0.08
45 H -4.90 0.39 0.96  0.08
46 H -0.02 1.11 -6.66  0.11
47 H 2.53 0.21 -6.15  0.09
48 H 2.89 1.03 -2.24  0.07
49 H 3.55 -1.43 -3.94  0.08
50 H 2.41 -1.36 -2.58  0.06
51 H 4.16 -1.12 -2.30  0.07
52 H 4.73 0.79 -4.68  0.07
53 H 5.25 1.07 -3.02  0.07
54 H 4.30 2.30 -3.86  0.07
55 C 0.96 -2.07 8.56  -0.08
56 C 0.68 -1.89 7.09  -0.30
57 C -0.61 -1.89 6.60  -0.04
58 C -0.89 -1.70 5.24  -0.33
59 C -2.33 -1.70 4.81  -0.11
60 C 0.16 -1.50 4.32  -0.38
61 Te -0.33 -0.95 2.23  1.51
62 N -0.70 -0.46 -0.25  -0.24
63 C -0.44 -1.33 -1.22  -0.61
64 O 0.27 -0.78 -2.25  -0.23
65 C -0.78 -2.71 -1.31  -0.18
66 C -1.57 -3.35 -0.31  -0.10
67 C -1.85 -4.69 -0.36  -0.15
68 C -1.36 -5.50 -1.41  -0.16
69 C -0.59 -4.88 -2.41  -0.15
70 C -0.31 -3.53 -2.38  -0.06
71 C 0.87 -2.52 1.47  -0.45
72 C 1.83 -2.19 0.52  -0.14
73 C 2.62 -3.17 -0.06  -0.08
74 C 2.46 -4.49 0.32  -0.10
75 C 1.49 -4.83 1.25  -0.06
76 C 0.67 -3.86 1.83  -0.31
77 C -0.43 -4.29 2.76  -0.08
78 C 1.48 -1.49 4.83  -0.29
79 C 2.67 -1.25 3.94  -0.07
80 C 1.71 -1.69 6.18  -0.04
81 H 0.08 -2.45 9.08  0.06
82 H 1.24 -1.13 9.03  0.07
83 H 1.78 -2.77 8.72  0.07
84 H -1.44 -2.04 7.28  0.10
85 H -2.95 -2.20 5.57  0.06
86 H -2.46 -2.20 3.85  0.03
87 H -2.71 -0.68 4.68  0.08
88 H -1.95 -2.75 0.52  0.06
89 H -2.45 -5.14 0.42  0.09
90 H -1.57 -6.56 -1.44  0.06
91 H -0.20 -5.47 -3.24  0.07
92 H 0.29 -3.08 -3.15  0.09
93 H 1.92 -1.15 0.21  0.08
94 H 3.34 -2.89 -0.82  0.08
95 H 3.06 -5.27 -0.14  0.09
96 H 1.32 -5.87 1.50  0.10
97 H -0.59 -5.37 2.69  0.07
98 H -1.37 -3.79 2.48  0.04
99 H -0.21 -4.03 3.80  0.07
100 H 2.56 -0.29 3.41  0.06
101 H 2.76 -2.01 3.16  0.07
102 H 3.59 -1.23 4.52  0.07
103 H 2.74 -1.69 6.54  0.10
104 O -1.65 1.97 1.31  -0.12
105 H -1.92 1.29 0.68  -0.03
106 H -0.69 1.89 1.26  -0.04
107 C 3.46 1.15 0.33  -0.05
108 C 2.35 2.20 0.17  -0.71
109 C 2.90 3.37 -0.67  -0.05
110 C 2.00 2.70 1.58  -0.06
111 N 1.22 1.64 -0.51  -0.12
112 H 4.42 1.61 0.60  0.08
113 H 3.59 0.59 -0.60  0.06
114 H 3.19 0.43 1.10  0.06
115 H 3.75 3.85 -0.17  0.08
116 H 2.11 4.10 -0.83  0.05
117 H 3.23 3.01 -1.65  0.06
118 H 2.91 2.99 2.13  0.08
119 H 1.50 1.91 2.14  0.05
120 H 1.35 3.58 1.55  0.06

Calculated values
Charge: -2
Multiplicity: 2
<S²>: 0.767
Relative energy (zero: lowest compared OMol25 entry of this formula, charge and spin), kcal per mole: 0.00
Maximum force, eV/A: 1.6